Record 1
This record from the OMol25 dataset describes a molecular structure, C38H44AuCl5N4OS. The level of theory is ωB97M-V/def2-TZVPD.

```
! RIJCOSX wB97M-V def2-TZVPD def2/J DEFGRID3
* xyz 2 1
Au -1.4003 -0.6813 -1.0961
C 0.1145 -3.6077 1.3383
C -1.2396 -4.2333 0.9635
C -1.6240 -5.3470 1.9378
C -1.1560 -4.6991 -0.4677
C -0.4915 -5.8562 -0.7816
C -0.2619 -6.2003 -2.1154
C -0.6478 -5.3774 -3.1683
C -1.2728 -4.1694 -2.9438
C -1.6313 -3.3438 -4.1595
C -3.0094 -2.6830 -4.2020
C -0.5151 -2.3277 -4.4125
C -1.5945 -3.8535 -1.5622
N -2.3773 -2.7950 -1.3692
C -3.4574 -2.8172 -0.5362
C -4.0589 -1.6470 -0.2090
C -5.2591 -1.3935 0.5664
C -5.2811 -0.0702 0.7862
C -4.1016 0.5165 0.1161
N -3.4204 -0.4315 -0.4775
C -3.8036 1.9787 0.1369
C -3.4886 2.3467 1.6016
C -5.0688 2.7337 -0.3179
C -2.6354 2.3603 -0.7593
H 0.0681 -3.2078 2.3509
H 0.3874 -2.7991 0.6567
H 0.9048 -4.3588 1.3061
H -1.9888 -3.4423 1.0478
H -0.8357 -6.0932 2.0332
H -2.5390 -5.8564 1.6351
H -1.7825 -4.9229 2.9283
H -0.1254 -6.5050 0.0006
H 0.2432 -7.1325 -2.3370
H -0.4604 -5.6948 -4.1853
H -1.6017 -4.0582 -4.9851
H -3.0651 -1.7887 -3.5807
H -3.7997 -3.3681 -3.8928
H -3.2165 -2.3844 -5.2291
H -0.4298 -1.6429 -3.5700
H -0.7468 -1.7377 -5.2981
H 0.4478 -2.8169 -4.5639
H -3.8776 -3.7701 -0.2377
H -5.9577 -2.1427 0.9020
H -6.0302 0.5007 1.3083
H -4.2848 2.0480 2.2833
H -3.3789 3.4288 1.6718
H -2.5565 1.8850 1.9305
H -5.9039 2.5879 0.3654
H -5.3779 2.4314 -1.3190
H -4.8451 3.7996 -0.3391
H -1.6967 1.9065 -0.4298
H -2.4946 3.4407 -0.7248
H -2.8205 2.0716 -1.7941
Cl -1.2397 1.0558 -3.7929
C -0.4502 2.6521 -3.6669
Cl 0.6348 2.7355 -2.2826
H -1.2291 3.3968 -3.5540
H 0.1193 2.7997 -4.5767
Cl 7.6957 3.5987 5.1622
C 6.4940 3.0951 4.0294
C 6.7390 3.2017 2.6704
C 5.7497 2.8169 1.7833
C 4.5213 2.3239 2.2141
C 3.5049 1.9086 1.1691
C 3.4647 0.3854 1.1069
N 2.5419 -0.1044 0.0843
C 2.8547 -0.4905 -1.1963
C 1.6803 -0.7637 -1.8174
N 0.6523 -0.5362 -0.9255
C 1.2155 -0.1298 0.2067
O 2.1770 2.3279 1.3959
C 1.8990 3.6918 1.0556
C 2.5937 4.6838 1.9253
C 3.6328 5.4646 1.5368
Cl 4.3562 5.5104 -0.0279
S 4.2493 6.4475 2.7910
C 3.0867 5.8245 3.8862
C 2.2761 4.9120 3.3011
C 4.3263 2.2035 3.5854
Cl 2.8451 1.5592 4.2454
C 5.2922 2.5924 4.4978
H 7.6818 3.5936 2.3172
H 5.9271 2.9264 0.7207
H 3.8469 2.2999 0.2004
H 3.1395 -0.0079 2.0687
H 4.4544 -0.0109 0.8883
H 3.8719 -0.5463 -1.5404
H 1.5079 -1.0843 -2.8263
H 0.7047 0.1588 1.1087
H 0.8178 3.7775 1.1654
H 2.1573 3.8706 0.0065
H 3.0634 6.1814 4.9021
H 1.4820 4.3963 3.8214
H 5.1083 2.5022 5.5582
*
```

Computed properties:
- Largest force on an atom: 0.9 eV/A
- Energy: -125252.9725 eV
- E_LUMO (spin up / spin down): -8.8 / -8.8 eV
- Frontier orbital gap (spin up / spin down): 3.5 / 3.5 eV

Atom charges from the Mulliken analysis, given in e for atoms 1 to 6: 0.73 -1.41 1.03 -1.78 0.39 -0.63



Record 2
This record from the OMol25 dataset describes a molecular structure, C38H44N5O3Ti. The level of theory is ωB97M-V/def2-TZVPD.

```
! RIJCOSX wB97M-V def2-TZVPD def2/J DEFGRID3
* xyz 1 1
Ti -0.1642 0.0195 0.7909
O -0.2536 -3.8593 -3.1419
C 1.0144 -3.4130 -3.1045
C 1.9605 -4.1035 -3.8620
C 3.2799 -3.7016 -3.8601
C 3.6928 -2.6039 -3.1046
C 2.7664 -1.9247 -2.3455
C 1.4223 -2.3171 -2.3262
C 0.4921 -1.6221 -1.4373
O 0.9576 -0.7286 -0.6125
N -0.7824 -1.8999 -1.4310
N -1.3949 -1.1937 -0.3954
C -2.6648 -1.4394 -0.2700
C -3.4938 -1.0203 0.8084
C -4.8478 -1.4000 0.8263
C -5.6355 -1.1173 1.9155
C -5.0726 -0.4650 3.0157
C -3.7475 -0.0808 3.0285
C -2.9471 -0.3376 1.9135
O -1.6882 0.0548 1.8836
H -0.8182 -3.2630 -2.6090
H 1.6275 -4.9467 -4.4518
H 3.9993 -4.2438 -4.4601
H 4.7269 -2.2895 -3.1162
H 3.0600 -1.0741 -1.7455
H -3.1113 -2.0747 -1.0317
H -5.2596 -1.9234 -0.0281
H -6.6772 -1.4038 1.9284
H -5.6888 -0.2523 3.8798
H -3.3170 0.4307 3.8784
C -1.0635 1.4126 -4.4488
C -0.9246 2.2712 -3.2223
C -1.1536 3.6381 -3.2707
C -1.0270 4.4285 -2.1343
C -1.2838 5.9086 -2.1902
C -0.6604 3.8360 -0.9322
C -0.3979 2.4648 -0.8632
C -0.5430 1.6943 -2.0169
N -0.0103 1.8208 0.3411
C 0.6242 2.5057 1.4915
C 1.3218 1.3909 2.3201
C 1.9530 1.9612 3.6022
C 0.8915 2.6797 4.4314
C 0.2788 3.8116 3.6093
C 1.3697 4.7900 3.1638
C 2.4239 4.0500 2.3337
C 3.0493 2.9465 3.1875
C 1.7655 3.4527 1.0804
C -0.4060 3.2207 2.3769
H -1.3769 2.0015 -5.3088
H -1.8020 0.6243 -4.2925
H -0.1171 0.9294 -4.6975
H -1.4418 4.0980 -4.2087
H -1.6749 6.2045 -3.1619
H -0.3652 6.4707 -2.0134
H -2.0048 6.2097 -1.4291
H -0.6222 4.4524 -0.0502
H -0.3310 0.6360 -2.0029
H 2.1108 0.9334 1.7041
H 0.6527 0.5793 2.6747
H 2.3861 1.1382 4.1749
H 1.3531 3.0721 5.3408
H 0.1107 1.9786 4.7436
H -0.4667 4.3358 4.2111
H 1.8410 5.2464 4.0381
H 0.9272 5.6014 2.5786
H 3.1992 4.7478 2.0104
H 3.5170 3.3757 4.0767
H 3.8318 2.4258 2.6284
H 2.4913 2.8954 0.4802
H 1.4023 4.2642 0.4547
H -0.8960 4.0126 1.8124
H -1.1845 2.5085 2.6658
N 0.6230 -1.7425 1.9341
C 0.8461 -2.8711 1.7700
N 1.0966 -4.1261 1.5896
C 0.3295 -4.9006 0.5925
C 1.2824 -5.7132 -0.2988
C 2.6975 -5.1512 -0.2424
C 3.2658 -5.2666 1.1713
C 2.2617 -4.7652 2.2273
H -0.2451 -4.1865 0.0020
H -0.3717 -5.5460 1.1250
H 0.9024 -5.6979 -1.3202
H 1.2901 -6.7574 0.0217
H 2.6963 -4.1076 -0.5684
H 3.3404 -5.6862 -0.9409
H 4.1995 -4.7099 1.2490
H 3.5040 -6.3100 1.3833
H 2.7064 -4.0316 2.8968
H 1.8838 -5.5822 2.8441
*
```

Computed properties:
- Largest force on an atom: 0.7 eV/A
- Energy: -76827.5746 eV
- E_LUMO: -3.8 eV
- Frontier orbital gap: 6.6 eV

Atom charges from the Mulliken analysis, given in e for atoms 1 to 6: -1.52 -0.66 0.09 -0.53 -0.45 -0.94



- Which value of largest force on an atom does entry 2 give?
  0.7 eV/A



- Which of these has the highest energy?
  C38H44N5O3Ti



- largest force on an atom of number 1 (C38H44AuCl5N4OS)?
  0.9 eV/A